# 1
Density functional theory data (ωB97M-V with the def2-TZVPD basis set) for a molecular structure, C34H34Br2N2Zn at a distorted geometry.

Its charge is -2. As for the HOMO-LUMO gap: 3.6 eV. Its total energy is -8352.92418 a.u.

Atoms and positions in Å:
C -6.5151 -0.7970 0.5656
N -5.6769 0.3398 0.8964
C -6.3517 1.5970 1.1518
C -4.3250 0.2286 1.0071
C -3.5327 1.3458 1.3798
C -2.1629 1.2221 1.5209
C -1.4924 -0.0061 1.2847
C -0.0519 -0.0984 1.3615
C 0.7348 1.0814 1.4504
C 2.0616 1.0891 1.8536
C 2.9419 2.2257 1.7206
C 4.3494 2.0260 1.7038
C 5.1966 3.0399 1.2791
C 4.6712 4.2939 0.9267
C 3.3025 4.5480 1.0807
C 2.4382 3.5278 1.4816
C 0.6122 -1.4053 1.2992
C 1.6676 -1.6377 0.3883
C 2.2419 -2.8911 0.2503
C 1.8177 -3.9631 1.0791
N 2.3247 -5.2169 0.9031
C 2.0378 -6.3004 1.8227
C 3.1666 -5.5694 -0.2218
C 0.8364 -3.7058 2.0772
C 0.2274 -2.4637 2.1543
C -2.2985 -1.1206 0.9236
C -3.6665 -1.0077 0.7617
H -6.2183 -1.6854 1.1387
H -7.5496 -0.5347 0.8135
H -6.4638 -1.0486 -0.5060
H -5.8786 2.4181 0.5981
H -7.3911 1.4996 0.8308
H -6.3322 1.8500 2.2223
H -4.0055 2.3075 1.5695
H -1.5998 2.0888 1.8595
H 0.2716 2.0335 1.1740
H 2.5311 0.1460 2.1526
H 4.7397 1.0436 1.9909
H 6.2669 2.8594 1.2116
H 5.3296 5.0807 0.5471
H 2.8945 5.5368 0.8763
H 1.3637 3.7191 1.5960
H 2.0109 -0.8151 -0.2413
H 3.0156 -3.0534 -0.4994
H 1.9494 -5.9367 2.8524
H 1.1058 -6.8270 1.5591
H 2.8665 -7.0189 1.7644
H 2.9151 -4.9835 -1.1118
H 4.2304 -5.4124 0.0097
H 3.0178 -6.6322 -0.4402
H 0.5203 -4.5093 2.7454
H -0.5429 -2.3014 2.9100
H -1.8323 -2.0874 0.7501
H -4.2369 -1.8765 0.4301
Br -1.2830 6.0442 5.6063
Zn -1.4382 3.8143 5.3085
Br -2.5182 1.8807 4.8571
C 0.7426 3.0910 6.6828
C 1.3026 3.0721 5.3720
C 1.3072 1.7351 4.9203
C 0.7009 0.9039 5.9105
C 0.3654 1.7540 7.0373
C -0.3036 1.2217 8.1430
C -0.5784 -0.1450 8.1625
C -0.2240 -0.9797 7.0849
C 0.4120 -0.4647 5.9528
H 0.6257 3.9476 7.3419
H 1.6891 3.9369 4.8386
H 1.7599 1.3345 4.0290
H -0.5840 1.8872 8.9631
H -1.0642 -0.5818 9.0394
H -0.4556 -2.0421 7.1381
H 0.7023 -1.0816 5.1036

---

# 2
Density functional theory data (ωB97M-V with the def2-TZVPD basis set) for a molecular structure, C34H34F15O19Zr2 at a distorted geometry.

Its charge is +3. As for the HOMO-LUMO gap: 3.9 eV. Its total energy is -4336.60597 a.u.

Atoms and positions in Å:
Zr 1.7568 -0.4386 2.9770
Zr -2.6232 -5.0782 -0.5227
C -1.7834 -1.6024 0.9494
C -1.8810 -1.7928 -0.3683
C -1.1009 -1.0265 -1.3942
O -1.2642 -1.0912 -2.6919
C -0.0129 -0.2814 -0.9747
C 0.3519 -0.1614 0.4168
C -0.7101 -0.7232 1.4508
O -0.3231 -0.6010 2.6619
O 1.3795 0.2352 0.9869
O -2.6237 -2.8373 -0.6156
H -2.1932 -2.2238 1.7319
H 0.5995 0.1509 -1.7522
C -0.1811 -4.2291 2.9401
C 0.9357 -3.4760 2.9536
C 1.7032 -3.1092 1.6754
O 2.6307 -2.2270 1.7152
C 1.3031 -3.5260 0.4942
C 0.1594 -4.4276 0.4466
C -0.5670 -4.8538 1.7471
O -1.7428 -5.2882 1.4968
O -0.5253 -4.6305 -0.5248
O 1.1018 -2.6623 4.0005
H -0.8826 -4.2626 3.7605
H 1.7632 -3.2621 -0.4465
C -5.9051 -6.2841 -2.9755
C -5.8039 -4.9703 -2.2037
O -4.5603 -4.9362 -1.5146
H -6.7801 -6.2158 -3.6219
H -5.8965 -7.2198 -2.4166
H -5.1536 -6.5052 -3.7334
H -6.6991 -4.8151 -1.6015
H -5.9344 -4.1276 -2.8826
C -4.2336 0.9427 -4.2098
C -3.2974 2.0762 -4.4277
O -3.9885 3.3100 -4.4516
C -4.6299 3.8184 -5.5937
O -4.6341 3.2855 -6.6748
C -5.3203 5.2093 -5.4166
F -6.2518 5.4798 -6.3524
F -5.9310 5.3429 -4.2563
F -4.3944 6.1701 -5.4172
H -3.8430 0.2009 -3.5132
H -4.2660 0.3689 -5.1360
H -5.2646 1.1188 -3.9031
H -2.7879 1.9530 -5.3834
H -2.5681 2.0119 -3.6202
C 1.5475 5.2498 1.6852
C 0.5060 4.8323 2.8071
O -0.8384 4.3881 2.4180
C -1.1476 3.0173 2.5451
O -0.4322 2.2338 3.0996
C -2.4007 2.6574 1.6740
F -3.0306 3.8810 1.3137
F -2.0822 1.8784 0.6532
F -3.2304 2.0065 2.4755
H 1.7019 4.3788 1.0484
H 2.5190 5.6163 2.0169
H 1.2321 6.0528 1.0191
H 0.2826 5.6744 3.4621
H 0.9350 4.0398 3.4202
C -2.4852 -2.2713 6.6176
C -1.7967 -1.2459 5.6299
O -0.9481 -0.5464 6.4844
C 0.1965 0.0621 6.1642
O 0.7370 -0.0243 5.0452
C 0.9509 0.8192 7.4168
F 1.0569 2.0930 7.0963
F 0.2370 0.7262 8.5838
F 2.2016 0.4185 7.5372
H -2.8731 -1.6681 7.4384
H -1.8553 -3.1177 6.8913
H -3.3947 -2.6298 6.1356
H -2.4632 -0.4612 5.2719
H -1.1886 -1.7690 4.8919
C 7.1380 1.8142 2.4556
C 6.6178 0.4874 1.8883
O 5.9714 0.6181 0.7301
C 4.6451 0.6650 0.5938
O 3.8574 0.6035 1.5977
C 4.0978 0.7301 -0.8495
F 5.0415 0.7110 -1.7999
F 3.3471 -0.3861 -1.0852
F 3.3274 1.7952 -1.0582
H 7.3852 2.5575 1.6976
H 8.0890 1.7108 2.9781
H 6.4314 2.3199 3.1137
H 6.0268 -0.0779 2.6090
H 7.4002 -0.1817 1.5302
C 1.2888 0.8412 -4.4472
C 2.6591 1.4674 -4.7518
O 3.5161 0.4221 -5.2040
C 4.8360 0.6442 -5.2417
O 5.3519 1.6497 -4.7486
C 5.7258 -0.6225 -5.4955
F 6.4088 -1.0638 -4.3802
F 4.9293 -1.6393 -5.9132
F 6.6235 -0.4535 -6.4420
H 1.2870 0.0575 -3.6896
H 0.8394 0.5051 -5.3816
H 0.6392 1.5987 -4.0087
H 2.9355 1.9379 -3.8083
H 2.5202 2.2080 -5.5395

---

# 3
Density functional theory data (ωB97M-V with the def2-TZVPD basis set) for a molecular structure, C34H34HgN12O2.

Its multiplicity is 2. The value obtained for the energy above the lowest of the compared OMol25 structures with the same formula, charge and spin is 1.429 eV. Its charge is -1. As for the HOMO-LUMO gap (spin up / spin down): 4.4 / 6.3 eV. Its total energy is -2277.11277 a.u.

Atoms and positions in Å:
Hg 0.0685 -0.3050 0.3356
C 3.5048 -1.1870 -3.6031
C 2.9022 -1.0979 -2.3366
N 1.6718 -0.6833 -2.1620
C 0.9180 -0.3439 -3.2274
C 1.4580 -0.3320 -4.5458
C 2.7899 -0.7836 -4.6969
C 0.6816 0.1191 -5.6289
C -0.6026 0.5477 -5.3909
C -1.1704 0.4722 -4.1198
C -0.4721 -0.0238 -3.0081
N -1.0460 -0.1625 -1.7771
C -2.3671 -0.5452 -1.7039
C -2.9412 -1.4384 -2.6097
C -4.2658 -1.8639 -2.5015
C -5.0774 -1.4190 -1.4906
C -4.5525 -0.5355 -0.5295
C -5.3261 -0.0355 0.5395
C -4.7662 0.8400 1.4249
C -3.4226 1.2077 1.2541
N -2.6617 0.7520 0.2870
C -3.1988 -0.0995 -0.6160
H 4.5186 -1.5527 -3.6981
H 3.4383 -1.3821 -1.4345
H 3.2233 -0.8060 -5.6906
H 1.1083 0.1303 -6.6250
H -1.1963 0.9409 -6.2084
H -2.1912 0.7991 -3.9768
H -2.3300 -1.8161 -3.4179
H -4.6534 -2.5626 -3.2341
H -6.1085 -1.7429 -1.4112
H -6.3545 -0.3622 0.6443
H -5.3329 1.2388 2.2560
H -2.9650 1.9090 1.9415
C 3.4546 5.3499 0.2609
O 3.5890 4.0772 0.8775
C 2.8255 3.0351 0.4583
O 2.6741 2.0716 1.1491
N 2.3146 3.1924 -0.8139
N 1.4760 2.1684 -1.2728
H 3.8164 6.0756 0.9854
H 2.4133 5.5639 0.0219
H 4.0634 5.4223 -0.6459
H 2.9506 3.5961 -1.4865
H 1.9573 1.3012 -1.4852
H 0.9701 2.4930 -2.0848
N -0.2800 3.1840 0.8958
C -0.4996 2.5729 2.0876
N -0.9202 3.3736 3.0796
C -1.0579 2.7468 4.2604
N -1.4469 3.5398 5.3203
N -0.8526 1.4751 4.5008
C -0.5044 0.7144 3.4201
N -0.2926 1.2647 2.1784
C -0.4342 -0.6945 3.6019
C -0.3670 -1.2588 4.9032
C -0.2888 -2.6165 5.0470
C -0.2872 -3.4280 3.8961
C -0.3628 -2.8092 2.6630
N -0.4425 -1.4928 2.4975
H -0.7099 4.0830 0.7763
H -0.1568 2.5816 0.0945
H -1.9620 4.3628 5.0571
H -1.8065 3.0217 6.1032
H -0.3622 -0.5888 5.7497
H -0.2192 -3.0627 6.0322
H -0.2152 -4.5049 3.9636
H -0.3533 -3.4028 1.7549
C -0.1772 -3.3555 -1.2217
C 1.0952 -3.1909 -0.4483
C 2.1286 -4.0914 -0.2881
C 3.0934 -3.4590 0.5365
C 2.5981 -2.2061 0.8402
C 3.1948 -1.1508 1.7147
N 1.3836 -2.0462 0.2379
H -0.4253 -4.4129 -1.3219
H -0.0949 -2.9285 -2.2271
H -1.0102 -2.8533 -0.7215
H 2.1826 -5.0877 -0.7040
H 4.0320 -3.8751 0.8748
H 4.0599 -1.5514 2.2436
H 2.4637 -0.8034 2.4505
H 3.5117 -0.2718 1.1486